No. 1
{"formula": "C7H11N", "method": "ωB97M-V/def2-TZVPD", "multiplicity": 1, "total_energy_ha": -327.9731, "fmax_ev_per_a": 2.5, "lumo_energy_ev": 1.2, "gap_ev": 9.0100, "e_homo_ev": -7.841, "smiles": "C=C/C=C/C/C=C/N", "e_above_lowest_kcal_mol": 72.1, "species": ["H", "H", "C", "H", "C", "N", "H", "H", "C", "C", "H", "H", "C", "C", "C", "H", "H", "H", "H"], "coordinates": [[1.431, 2.918, -2.212], [-1.301, -0.059, 1.437], [0.521, -2.494, 2.720], [-1.357, 2.363, -1.751], [-0.297, 2.052, -1.645], [0.466, 3.189, -2.028], [0.514, -0.444, 3.211], [-0.055, 3.837, -2.581], [-0.448, -0.753, 1.331], [-0.651, -0.377, -1.148], [0.972, -3.075, 3.539], [1.252, 0.546, -1.130], [0.205, 0.870, -1.312], [0.162, -1.224, 2.542], [-0.014, -1.005, 0.070], [0.877, -1.696, -0.111], [-1.794, -0.316, -1.055], [-0.487, -1.056, -2.015], [0.005, -3.278, 2.136]], "forces_ev_per_a": [[-0.53, 0.93, -0.48], [0.43, -0.24, -0.08], [-1.48, -2.03, 0.29], [0.45, -1.23, 0.35], [0.40, 1.84, -1.04], [0.25, -1.67, 1.47], [-0.10, -0.04, 0.29], [0.55, 0.25, -0.44], [-0.58, 0.39, -2.11], [-0.43, -0.64, 0.28], [0.33, 1.42, 0.10], [-0.46, 1.21, -0.57], [-1.16, -0.99, -0.31], [1.66, -0.55, 0.61], [-0.29, -1.44, 1.34], [-1.16, 1.08, 0.44], [1.72, 0.54, 0.03], [-0.04, 0.42, 0.38], [0.43, 0.73, -0.54]]}



No. 2
{"formula": "C7H11N", "method": "ωB97M-V/def2-TZVPD", "multiplicity": 1, "total_energy_ha": -327.9788, "fmax_ev_per_a": 3.6, "lumo_energy_ev": 1.1, "gap_ev": 10.2981, "e_homo_ev": -9.234, "smiles": "C1[C@@H]2CN3C[C@@H]2C[C@@H]13", "e_above_lowest_kcal_mol": 68.5, "species": ["C", "C", "C", "H", "C", "H", "H", "H", "H", "H", "C", "C", "H", "C", "N", "H", "H", "H", "H"], "coordinates": [[0.330, -1.520, -0.082], [1.545, 0.324, 0.011], [-1.603, -0.334, 0.099], [2.526, -0.140, -0.347], [-0.512, -0.546, -0.959], [0.434, 2.384, 0.180], [1.819, 1.262, 0.580], [-0.254, -2.331, 0.245], [-2.147, -1.229, 0.423], [-2.467, 0.223, -0.279], [0.686, -0.529, 0.950], [-0.657, 0.487, 1.000], [-1.048, 0.770, 1.937], [-0.265, 1.529, -0.072], [0.488, 0.589, -1.032], [-1.112, 2.036, -0.609], [1.309, -2.006, -0.477], [-0.691, -0.764, -2.058], [1.074, -0.790, 1.944]], "forces_ev_per_a": [[1.20, -2.31, -1.43], [1.78, 0.19, 0.97], [-1.17, 1.36, -1.07], [-1.54, 0.34, 0.24], [2.17, -2.43, -1.61], [-0.99, -1.04, 0.09], [0.03, -0.90, -1.18], [-0.90, -1.15, 0.47], [1.07, -0.26, 0.35], [0.30, 0.66, 0.04], [-0.30, 2.43, 0.65], [0.72, -1.62, -1.59], [-0.14, 0.47, 1.07], [0.41, 1.99, -1.18], [-0.82, 2.62, 2.30], [0.36, -0.80, 0.64], [-1.70, 0.98, 0.10], [-0.43, -0.35, 1.67], [-0.05, -0.19, -0.52]]}



No. 3
{"formula": "C7H11N", "method": "ωB97M-V/def2-TZVPD", "multiplicity": 1, "total_energy_ha": -327.8720, "fmax_ev_per_a": 4.3, "lumo_energy_ev": 0.4, "gap_ev": 9.1982, "e_homo_ev": -8.823, "smiles": "C=C(C)C#N.C=CC", "e_above_lowest_kcal_mol": 135.5, "species": ["H", "C", "H", "H", "C", "N", "H", "C", "H", "H", "H", "C", "C", "C", "H", "H", "H", "C", "H"], "coordinates": [[-2.385, 0.754, 0.230], [0.261, -0.539, 2.111], [0.249, 0.042, 3.035], [-0.542, -2.315, -1.445], [-0.500, 0.178, 1.023], [0.539, 2.656, 1.288], [0.068, -1.749, -3.098], [-1.843, 0.168, 0.958], [0.696, 1.258, -2.647], [0.742, 1.431, -0.701], [0.051, -0.386, -0.270], [-0.034, -1.560, -2.033], [0.516, -0.511, -1.464], [1.083, 0.750, -1.767], [-0.186, -1.517, 2.292], [1.304, -0.685, 1.824], [2.164, 0.828, -1.666], [0.248, 1.677, 0.733], [-2.431, -0.479, 1.595]], "forces_ev_per_a": [[0.02, 0.20, 0.10], [0.27, -0.16, -0.29], [-0.03, 0.02, -0.12], [-0.12, 0.11, -0.01], [-0.08, 3.01, 1.43], [0.11, -0.27, -0.68], [0.00, -0.09, -0.01], [0.47, 0.07, -0.46], [0.10, 0.10, 0.00], [0.87, -1.03, -3.29], [1.63, -1.05, -2.87], [0.48, -0.35, -0.75], [-2.40, -0.60, 3.53], [0.20, 2.57, 1.90], [-0.01, 0.05, -0.01], [-0.06, -0.04, 0.04], [0.10, -0.13, -0.32], [-1.69, -2.16, 1.88], [0.15, -0.25, -0.07]]}